This record from the OMol25 dataset describes the molecule C6H11NO at a distorted geometry. The level of theory is wB97M-V/def2-TZVPD.

Results
SMILES string   CN1CCC[C@H]1C=O
Energy   -9936.5167 eV
Lowest unoccupied orbital energy   0.94 eV
Relative energy (zero: lowest compared OMol25 entry of this formula, charge and spin)   44.7 kcal per mole
2S+1   1
Orbital gap   9.46 eV
Charge   0

Bonds (Å) are listed after each position.
Geometry (Å):
1 H -1.674 -0.755 1.279  C6 1.091
2 C 0.540 -1.230 -0.802  H3 1.080, H10 1.093, C17 1.525, C18 1.532
3 H 0.670 -1.435 -1.854  C2 1.080
4 C 0.247 1.079 1.881  H7 1.094, N8 1.460, H15 1.085, H16 1.104
5 H 1.958 0.200 0.101  C17 1.095
6 C -1.320 -0.151 0.443  H1 1.091, N8 1.450, H11 1.098, C18 1.563
7 H -0.548 1.330 2.590  C4 1.094
8 N -0.134 0.680 0.529  C4 1.460, C6 1.450, C17 1.442
9 C 0.990 1.131 -1.528  H14 1.117, C17 1.588, O19 1.201
10 H 0.903 -2.030 -0.151  C2 1.093
11 H -2.147 0.493 0.111  C6 1.098
12 H -1.433 -2.219 -0.473  C18 1.099
13 H -1.540 -1.087 -1.585  C18 1.108
14 H 0.806 2.181 -1.191  C9 1.117
15 H 0.959 1.896 1.820  C4 1.085
16 H 0.681 0.220 2.420  C4 1.104
17 C 0.934 0.149 -0.282  C2 1.525, H5 1.095, N8 1.442, C9 1.588
18 C -0.984 -1.229 -0.637  C2 1.532, C6 1.563, H12 1.099, H13 1.108
19 O 1.091 0.778 -2.670  C9 1.201

List of Mulliken charges in e, atom by atom: H 0.335; C -0.674; H 0.342; C -1.118; H 0.458; C -0.811; H 0.330; N 0.024; C -0.066; H 0.298; H 0.294; H 0.411; H 0.266; H 0.310; H 0.318; H 0.395; C -0.057; C -0.567; O -0.487